1.
C36H50CuFN6O3PS | ωB97M-V/def2-TZVPD

Calculated values
LUMO energy (spin up / spin down)	2.01 / 2.01	eV
total charge	-1
energy relative to the best compared isomer or geometry (same formula, charge and spin)	0.702	eV
frontier orbital gap (spin up / spin down)	0.1636 / 0.1637	hartree

XYZ file:
```
99
C36H50CuFN6O3PS | OMol25 | ωB97M-V/def2-TZVPD
Cu -0.7018 0.8173 -0.5406
C 4.0181 5.3449 -3.4178
C 4.5753 4.8605 -2.0641
C 6.0444 4.4950 -2.1584
C 6.3251 3.2202 -2.8892
C 5.4938 2.0587 -2.3811
C 5.9078 0.7297 -2.4381
C 4.9902 -0.2785 -2.0462
F 5.3351 -1.6108 -2.0108
C 3.7010 -0.0187 -1.6645
C 3.3090 1.3248 -1.3832
C 1.9757 1.6331 -0.8393
O 1.2601 0.6255 -0.4435
C 1.6490 3.0234 -0.6843
C 2.5878 3.9707 -1.0439
N 3.7882 3.6707 -1.5618
C 4.2111 2.3536 -1.7980
C 0.3046 3.5605 -0.2913
O 0.2842 4.7575 -0.0613
O -0.7184 2.7795 -0.3659
H 4.6167 6.0733 -3.9835
H 2.9731 5.6967 -3.3801
H 4.0264 4.5072 -4.1123
H 4.4071 5.7018 -1.2799
H 6.3466 4.3831 -1.1126
H 6.5798 5.3266 -2.6389
H 7.4362 2.9655 -2.8675
H 6.1282 3.3789 -3.9369
H 6.8004 0.3844 -3.0280
H 3.0290 -0.8457 -1.4900
H 2.3760 5.0343 -0.9929
N -5.5224 4.2610 -2.5348
C -4.8955 3.2709 -2.6536
C -4.0783 2.1050 -2.7068
C -4.5425 0.9029 -3.3583
C -3.6870 -0.1667 -3.3595
C -2.5015 -0.0895 -2.6635
N -2.1294 0.9702 -1.9544
C -2.8724 2.1243 -2.0737
H -5.5647 0.9851 -3.7278
H -4.0060 -1.1255 -3.6909
H -1.8164 -0.8867 -2.7445
H -2.4074 3.1050 -1.8549
S 0.2020 -3.1254 -1.8470
C 0.0394 -4.8137 -1.8890
N -0.6638 -5.4587 -0.9442
C -1.1378 -6.8408 -1.1524
C 0.0133 -7.6887 -1.6698
C 0.5934 -7.0411 -2.9062
N 0.6887 -5.5903 -2.7977
H -1.2725 -4.9385 -0.2810
H -2.0161 -6.7301 -1.8061
H -1.4854 -7.1816 -0.1706
H -0.3464 -8.6668 -1.9592
H 0.7604 -7.7727 -0.8487
H -0.0366 -7.3624 -3.7067
H 1.6304 -7.4606 -2.9798
H 1.2903 -5.1355 -3.4972
C -2.8719 -2.8524 2.1184
C -3.2956 -1.4450 2.5719
C -4.3622 -1.0206 1.6283
C -3.7774 -1.4016 4.0359
P -1.7308 -0.2106 2.3428
N -1.6445 -0.0962 0.8165
C 0.0705 -0.7545 3.0190
C 0.0183 -1.5826 4.2949
C 1.0849 0.4055 3.2271
C 0.7130 -1.6409 1.8823
C -2.2180 1.4313 3.0514
C -2.3357 1.4252 4.6536
C -3.5270 1.9649 2.4231
C -1.0634 2.4297 2.7689
H -3.6801 -3.6023 2.2281
H -1.9308 -3.1658 2.6822
H -2.6323 -2.8269 1.0573
H -5.0243 -1.8660 1.3888
H -3.9676 -0.6021 0.6907
H -4.9931 -0.2258 2.0339
H -4.0538 -2.3911 4.2735
H -4.6461 -0.7642 4.2222
H -3.0686 -1.0107 4.7434
H -0.8417 -1.4364 4.9168
H 0.8829 -1.3012 4.9216
H 0.0785 -2.6518 4.0910
H 0.7668 1.0174 4.0659
H 1.1222 1.1283 2.4055
H 2.0984 0.0923 3.4507
H 0.0455 -2.3851 1.4364
H 1.6149 -2.1105 2.3226
H 0.9567 -1.0303 0.9957
H -1.5128 0.8870 5.1240
H -3.2928 0.9196 4.9125
H -2.3458 2.5085 4.9217
H -4.5051 1.5686 2.9480
H -3.5789 1.7375 1.3708
H -3.5890 3.0515 2.4995
H -0.2604 2.4764 3.5752
H -1.4232 3.5015 2.8106
H -0.5753 2.2570 1.7620
```

=====

2.
C7H16BNO4 | ωB97M-V/def2-TZVPD

Calculated values
LUMO energy	-0.24	eV
energy relative to the best compared isomer or geometry (same formula, charge and spin)	0.604	eV
frontier orbital gap	0.3245	hartree
SMILES string	C[C@]([NH3+])(CCCCB(O)O)C(=O)[O-]

XYZ file:
```
29
C7H16BNO4 | OMol25 | ωB97M-V/def2-TZVPD
O 1.8454 -0.4746 -2.1663
O 1.6548 1.1729 -0.7939
O -0.5083 2.5820 0.3480
O -2.7713 2.9472 1.1281
B -1.8546 2.2404 0.3359
C 1.6369 0.0015 -1.1123
C 2.5416 -2.0813 -0.0561
C -2.4341 1.3433 -0.8073
C -1.5660 0.1304 -1.1598
C -1.1853 -0.5808 0.1848
C -0.0583 -1.5962 0.1322
C 1.3296 -0.9812 0.0576
N 1.5497 -0.2301 1.3274
H 0.2098 2.0039 -0.0282
H -2.2481 3.3746 1.8642
H 2.6713 -2.5836 0.8422
H 2.3983 -2.7711 -0.9383
H 3.4944 -1.5523 -0.1524
H -3.3285 1.0954 -0.3940
H -2.6067 1.8500 -1.7009
H -0.6645 0.4203 -1.6018
H -1.9098 -0.5298 -1.9314
H -2.0867 -1.1494 0.4788
H -1.0819 0.1597 0.9684
H -0.0910 -2.2723 -0.7232
H -0.0140 -2.3442 0.9347
H 1.5245 -0.8583 2.0913
H 1.0044 0.5661 1.6003
H 2.5483 0.1171 1.2719
```

=====

3.
C20H36B2N3O40S6 | ωB97M-V/def2-TZVPD

Calculated values
LUMO energy	-4.03	eV
total charge	+1
frontier orbital gap	0.2670	hartree

XYZ file:
```
107
C20H36B2N3O40S6 | OMol25 | ωB97M-V/def2-TZVPD
N -3.9089 3.5573 4.4626
H -3.4651 4.2405 3.8488
H -3.9161 2.6060 4.0428
H -4.8706 3.8069 4.7144
H -3.4468 3.4083 5.3670
N 2.2828 -4.8753 0.9522
H 2.1722 -3.8541 0.7991
H 1.3446 -5.1500 1.2744
H 2.9930 -4.9883 1.6751
H 2.3966 -5.3410 0.0529
N -5.1602 -2.2034 -1.6461
H -5.8904 -1.8406 -1.0307
H -4.7074 -2.9004 -1.0377
H -4.4696 -1.4684 -1.8650
H -5.5456 -2.6886 -2.4535
O 2.3033 -2.0256 0.4032
C 1.3616 -1.2997 0.3089
O 0.1847 -1.5180 0.8535
B -0.6333 -0.3149 0.7156
O 0.2517 0.7354 0.1755
C 1.4419 0.1697 -0.0940
O 2.2906 0.6795 -0.7342
O -1.8496 -0.5229 -0.0901
C -2.9074 -0.0015 0.4904
O -4.0081 -0.0190 0.0489
C -2.4520 0.4800 1.8953
O -1.1911 0.2053 1.9719
O -3.1338 0.8122 2.8218
O -2.6286 -3.1371 -1.1186
C -1.5186 -3.4306 -1.4568
O -0.9694 -3.0820 -2.5778
B 0.3843 -3.7347 -2.7478
O 0.5463 -4.4125 -1.4546
C -0.5644 -4.4082 -0.7540
O -0.7338 -4.9182 0.3081
O 0.3527 -4.6357 -3.8956
C 1.3469 -4.3929 -4.7398
O 1.6747 -4.9810 -5.7187
C 2.0202 -3.0879 -4.2247
O 1.4658 -2.8161 -3.0312
O 2.9430 -2.5319 -4.7170
C 5.2213 -0.7551 1.1153
C 6.4825 -1.3592 0.4989
O 6.8468 -2.4923 1.2897
S 5.6923 -2.8046 2.3791
O 6.3035 -3.1923 3.5937
O 4.6497 -3.6280 1.8479
O 5.2454 -1.2731 2.4438
H 4.3243 -1.0355 0.5591
H 5.1715 0.3268 1.2042
H 7.2822 -0.6151 0.4839
H 6.4119 -1.6026 -0.5610
C 3.0768 3.8455 -4.0044
C 2.1718 3.0060 -3.0668
O 1.3674 3.9046 -2.3246
S 1.1586 5.2771 -3.1531
O 1.1539 6.3913 -2.2875
O 0.1390 5.0468 -4.1266
O 2.5505 5.1641 -3.9755
H 2.9420 3.3840 -4.9862
H 4.1339 4.0070 -3.7976
H 2.7462 2.4065 -2.3617
H 1.5908 2.2542 -3.6047
C -5.7762 2.2812 -1.1823
C -7.1236 2.6741 -1.8425
O -6.9744 4.0074 -2.3157
S -5.4310 4.3363 -2.5814
O -5.1930 5.7080 -2.3424
O -5.0992 3.7175 -3.8273
O -4.9638 3.4424 -1.2993
H -5.3304 1.4305 -1.6945
H -5.8852 1.9418 -0.1542
H -7.9689 2.6771 -1.1576
H -7.4020 2.1139 -2.7361
C 1.3126 2.1296 3.3693
C 0.2426 3.2169 3.1636
O 1.0304 4.3909 3.2092
S 2.3005 4.2251 2.2776
O 3.4273 4.9802 2.6677
O 1.8362 4.3667 0.9369
O 2.4727 2.6502 2.7384
H 1.0214 1.2584 2.7769
H 1.3833 1.7338 4.3815
H -0.5220 3.2399 3.9390
H -0.2853 3.1963 2.2062
C -0.9717 0.2488 -3.6596
C -1.2100 1.6476 -3.0986
O -2.6287 1.8303 -2.9848
S -3.3245 0.9465 -4.1608
O -3.6285 1.7092 -5.3094
O -4.3454 0.1026 -3.5921
O -2.0953 0.0168 -4.4982
H -0.7967 -0.5180 -2.9130
H -0.0281 0.2077 -4.2082
H -0.8408 2.3945 -3.8019
H -0.6955 1.7104 -2.1452
C 1.5248 -3.6430 6.3333
C 3.0289 -3.8316 6.2127
O 3.2885 -3.5927 4.8247
S 2.2628 -2.5306 4.2122
O 1.7103 -3.1468 3.0547
O 2.8615 -1.2496 4.1288
O 1.1895 -2.6036 5.4021
H 1.2220 -3.2821 7.3125
H 0.9930 -4.5590 6.0792
H 3.3183 -4.8253 6.5456
H 3.6450 -3.1267 6.7725
```

=====

4.
C20H30FN3O6PS | ωB97M-V/def2-TZVPD

Calculated values
LUMO energy	-6.77	eV
total charge	+1
energy relative to the best compared isomer or geometry (same formula, charge and spin)	1.277	eV
frontier orbital gap	0.1599	hartree

XYZ file:
```
62
C20H30FN3O6PS | OMol25 | ωB97M-V/def2-TZVPD
C -7.2037 -0.7988 1.1786
C -5.9502 -0.5823 2.0026
F -6.2883 0.0896 3.1873
C -4.8804 0.2495 1.3272
C -5.0938 1.5100 0.8071
C -4.0650 2.2201 0.2404
C -4.3927 3.6187 -0.2661
S -4.6738 4.6409 1.2098
O -4.4025 6.0155 0.9455
O -5.9594 4.3142 1.7457
C -2.7869 1.7243 0.1546
C -2.5711 0.4833 0.6692
C -3.6105 -0.2424 1.2453
C -2.9953 -1.5796 1.6863
O -3.4936 -2.6635 1.7740
N -1.6058 -1.2285 1.8956
P -1.2583 -0.6079 3.5161
N -2.7654 -0.1626 4.1904
O -0.4510 0.8270 3.2241
C -1.3037 -0.3576 0.7866
O -0.2800 -0.3484 0.1585
H -8.0193 -1.0012 1.8775
H -7.4737 0.0880 0.6066
H -7.1148 -1.6941 0.5632
H -5.4920 -1.5129 2.3318
H -6.0761 1.9602 0.8783
H -5.3206 3.6062 -0.8348
H -3.5474 4.0267 -0.8179
H -3.7566 4.1297 2.0917
H -1.9718 2.2834 -0.2888
H -2.6649 0.1878 5.1373
H -3.2462 0.5708 3.6634
H -1.0300 1.5581 3.4761
C 6.3340 -1.2518 -2.9327
C 5.5408 -0.2469 -2.0537
C 5.7905 -0.5259 -0.5573
C 5.0403 -1.7380 0.0017
C 3.5511 -1.6793 -0.3356
C 3.2828 -1.5108 -1.8388
N 4.0670 -0.3317 -2.3758
O 3.5191 0.6983 -2.0648
C 3.6538 -2.8099 -2.5836
C 1.7819 -1.3530 -2.0845
C 6.1304 1.1244 -2.3948
H 5.8067 -1.4796 -3.8597
H 7.2945 -0.8389 -3.2298
H 6.5451 -2.1878 -2.4193
H 5.4958 0.3537 0.0248
H 6.8610 -0.6542 -0.4004
H 5.4811 -2.6633 -0.3755
H 5.1636 -1.7648 1.0854
H 3.0561 -2.5855 0.0108
H 3.0910 -0.8507 0.2143
H 3.5498 -2.6904 -3.6626
H 2.9856 -3.6110 -2.2766
H 4.6605 -3.1637 -2.3773
H 1.3496 -0.5274 -1.5241
H 1.2586 -2.2515 -1.7691
H 1.5694 -1.1986 -3.1443
H 5.9437 1.3876 -3.4375
H 7.2056 1.1070 -2.2394
H 5.7354 1.9195 -1.7627
```

=====

5.
C6H72NO30 | ωB97M-V/def2-TZVPD

Calculated values
LUMO energy	-2.53	eV
total charge	+1
energy relative to the best compared isomer or geometry (same formula, charge and spin)	4.421	eV
frontier orbital gap	0.3525	hartree

XYZ file:
```
109
C6H72NO30 | OMol25 | ωB97M-V/def2-TZVPD
C 10.4480 31.2520 58.6980
O 9.1660 30.6970 58.6060
C 9.2210 29.4420 58.0900
C 7.7830 28.8740 57.9600
N 7.6570 27.9060 56.9020
H 7.8430 28.2700 55.9530
H 8.3890 27.1500 56.9980
C 6.2500 27.2260 56.7350
C 6.2720 26.0990 55.6890
O 4.8250 25.8710 55.4300
C 4.6750 24.7350 54.6850
H 10.2970 32.0300 59.4110
H 10.7060 31.6950 57.7370
H 11.1100 30.4940 59.1550
H 9.7780 28.7610 58.5660
H 9.7450 29.7350 57.1690
H 7.0080 29.5950 57.7810
H 7.5150 28.3910 58.9140
H 5.6200 28.0910 56.3940
H 6.0360 26.7780 57.7000
H 6.7160 25.3540 55.7790
H 6.7220 26.6310 54.8850
H 5.0640 23.6690 54.8900
H 5.3590 24.9080 53.7940
H 3.7370 24.5780 54.3300
O 6.4080 26.7810 60.3810
H 5.4680 26.8690 59.9790
H 6.5080 27.5350 60.9250
O 8.1570 29.6140 60.6420
H 8.9670 30.1140 60.4950
H 8.3850 29.4770 61.5640
O 6.9050 33.0720 58.0850
H 7.5920 32.4440 58.4370
H 7.2000 33.8830 58.5140
O 8.6790 32.9430 56.1970
H 9.4770 33.3880 56.3790
H 8.2340 32.8890 57.0750
O 3.8960 26.8530 59.8300
H 3.6870 26.1580 59.2050
H 3.2050 27.6100 59.5720
O 9.2240 27.1180 54.5030
H 9.7860 26.3860 54.8650
H 9.8510 27.6750 53.8900
O 8.0940 26.6250 51.8440
H 7.2790 26.1350 51.4790
H 8.3580 26.2570 52.6580
O 6.2090 24.7130 51.0960
H 5.6800 24.8170 50.3270
H 6.7910 23.9060 50.9020
O 3.1830 26.6370 57.6960
H 2.3620 26.9680 57.9420
H 3.1720 27.0180 56.7270
O 10.1850 27.3130 60.8870
H 9.7560 28.0140 60.5930
H 10.7330 27.8360 61.4230
O 9.1010 25.6690 56.9100
H 9.8070 25.0950 56.6910
H 8.6010 25.1750 57.5220
O 2.3910 22.3680 54.6750
H 1.8160 22.7840 55.4340
H 3.2490 22.0540 54.9620
O 2.3000 26.9040 55.1580
H 1.9310 27.7960 54.8670
H 3.0920 26.6080 54.6630
O 4.0910 24.3300 58.2790
H 3.8240 25.0230 57.7210
H 3.2950 23.9670 58.5460
O 7.7600 24.8990 59.0890
H 7.5540 25.5760 59.7730
H 7.2320 24.0380 59.0850
O 14.3660 29.7920 59.3520
H 13.6130 29.2240 59.3450
H 15.1270 29.1690 59.2460
O 5.2650 29.8610 61.0980
H 5.2490 29.2330 61.7820
H 6.0650 29.8360 60.5530
O 3.5140 25.8890 51.6780
H 4.1780 26.4080 51.5860
H 3.7530 24.8580 51.6290
O 11.9480 29.0860 61.9710
H 11.8510 29.3240 62.8930
H 12.2680 29.8570 61.6010
O 12.6620 34.2640 58.3810
H 12.9270 33.3690 58.1770
H 12.1350 34.1970 59.3670
O 4.4100 20.9570 55.8380
H 4.5250 20.9560 56.8810
H 4.6250 19.9580 55.6010
O 12.6190 28.1170 58.3520
H 12.7250 27.8820 57.4150
H 12.3780 27.3290 58.9040
O 12.2060 30.6310 54.9510
H 11.8040 31.0240 54.0600
H 12.1960 31.4960 55.4160
O 9.3540 34.8300 58.6800
H 10.1980 34.7430 59.3310
H 9.6230 35.2040 58.0040
O 1.8900 23.3070 52.1210
H 2.4630 23.3380 52.9890
H 0.9440 23.3450 52.3200
O 3.7670 29.6210 54.2250
H 4.0950 29.9540 54.9120
H 3.3560 30.2600 53.8150
O 6.4920 29.5640 54.4150
H 6.4890 30.5870 54.4700
H 5.6290 29.1520 54.0670
O 11.3230 34.1790 56.4960
H 11.2330 35.1020 56.1710
H 11.7400 34.2690 57.3000
```

=====

6.
C3H4N4O2 | ωB97M-V/def2-TZVPD

Calculated values
LUMO energy	-0.40	eV
energy relative to the best compared isomer or geometry (same formula, charge and spin)	5.084	eV
frontier orbital gap	0.3442	hartree

XYZ file:
```
13
C3H4N4O2 | OMol25 | ωB97M-V/def2-TZVPD
C -1.2219 0.5978 -1.1904
C 0.1519 -0.1924 0.1073
C 0.9542 -2.3457 0.4441
H -1.3175 3.3958 -0.3026
H -1.9688 0.9979 -1.8256
H -0.0055 -2.6826 0.0380
H 2.5659 -2.1372 1.3319
N -0.5263 1.7899 -0.6326
N -0.7995 -0.5074 -0.7513
N 1.0746 -0.8604 0.4609
N 1.7984 -2.9523 1.1014
O -1.5260 2.5233 0.0828
O 0.3498 1.1990 0.3350
```